Below is C27H28N4O4PPdTe as an isolated structure, with properties calculated with ωB97M-V/def2-TZVPD.

Geometry as ORCA input:
```
! RIJCOSX wB97M-V def2-TZVPD def2/J DEFGRID3
* xyz 1 1
Te 0.065 3.162 -0.861
Pd -0.474 -0.194 0.047
P -2.127 1.973 -1.070
O -2.078 0.973 -2.268
O 3.210 1.602 0.927
O -3.151 3.074 -1.526
O -2.357 1.372 0.264
N 1.297 0.251 -1.607
N 0.968 1.982 0.552
N -0.387 0.358 2.532
N -2.059 -1.631 0.064
C 2.506 -0.291 -3.584
C 1.876 -4.257 0.337
C 1.872 -1.854 0.541
C 0.525 -1.814 0.201
C -2.773 1.698 -4.491
C -3.375 -1.399 0.105
C -3.072 0.795 -3.323
C -4.004 3.817 -0.593
C -2.504 -3.950 -0.278
C -1.784 1.641 4.553
C 1.369 -0.347 -2.789
C 3.614 0.393 -3.116
C 3.548 1.010 -1.874
C -0.906 2.341 3.744
C -4.309 -2.404 -0.046
C -1.953 0.282 4.336
C -0.162 -3.018 0.007
C 0.824 2.403 1.953
C 2.255 1.550 0.192
C -3.862 -3.700 -0.255
C -1.615 -2.896 -0.103
C 2.361 0.925 -1.171
C -1.239 -0.308 3.310
C -0.218 1.657 2.746
C -3.224 4.752 0.294
C 2.541 -3.066 0.604
C 0.523 -4.231 0.059
H -4.685 4.353 -1.249
H -2.985 -0.256 -3.589
H 2.404 -5.200 0.377
H -2.874 2.747 -4.217
H -3.659 -0.372 0.276
H -4.567 -4.511 -0.387
H -0.747 3.402 3.885
H -2.579 4.209 0.985
H -1.765 1.519 -4.863
H 4.520 0.441 -3.704
H 0.603 3.470 2.000
H 2.415 -0.947 0.779
H 2.516 -0.788 -4.544
H -2.131 -4.953 -0.420
H -2.619 5.442 -0.294
H -3.476 1.486 -5.298
H 4.388 1.542 -1.451
H -1.350 -1.365 3.092
H 3.591 -3.078 0.869
H -0.011 -5.161 -0.095
H 1.793 2.258 2.432
H 0.492 -0.902 -3.098
H -5.363 -2.173 0.002
H -4.061 0.967 -2.900
H -2.624 -0.308 4.944
H -2.328 2.148 5.339
H -4.567 3.083 -0.018
H -3.930 5.341 0.880
*
```

molecular weight: 737.54 g/mol
frontier orbital gap: 0.298 hartree
LUMO energy: -2.70 eV
E: -62662.520 eV

Mulliken population analysis, charges in e, atoms 1 to 2: Te 0.102; Pd 0.537

Below is one molecule with the formula C27H28N4O6, with properties calculated with ωB97M-V/def2-TZVPD.

Geometry as ORCA input:
```
! RIJCOSX wB97M-V def2-TZVPD def2/J DEFGRID3
* xyz 0 1
O 1.320 -1.815 -0.339
O 1.300 1.419 -1.912
O 5.989 0.190 -1.225
O -7.820 -1.064 -0.329
O 2.410 0.040 2.731
O 2.841 2.712 0.616
N 3.742 0.535 -1.492
N -3.221 0.477 -0.257
N 2.043 1.898 1.361
N -0.504 0.309 -1.175
C -2.702 -0.714 -0.881
C -2.335 1.622 -0.263
C -7.219 0.829 0.899
C 4.914 -3.523 0.559
C 1.726 -0.657 -0.953
C 4.119 2.320 0.738
C -4.952 1.630 0.956
C -7.501 -2.139 -1.174
C -6.277 1.738 1.334
C 5.178 2.437 -1.520
C -4.543 0.596 0.110
C 4.857 -2.314 -0.097
C 3.109 -0.584 -1.003
C 5.046 0.923 -1.417
C 3.757 -4.208 0.936
C -5.501 -0.322 -0.337
C 2.831 1.020 1.934
C -1.200 -0.833 -0.625
C -6.825 -0.211 0.059
C 0.826 0.407 -1.379
C -1.318 1.489 -1.390
C 2.503 -3.701 0.665
C 1.011 -0.018 2.923
C 5.171 2.992 -0.077
C 4.189 1.246 1.575
C 2.443 -2.483 0.007
C 3.601 -1.776 -0.378
H 5.748 -1.785 -0.392
H -8.436 -2.676 -1.334
H -2.888 -0.730 -1.967
H -7.115 -1.795 -2.140
H -5.208 -1.109 -1.012
H 0.645 0.905 3.380
H 4.992 4.067 -0.101
H 4.349 2.858 -2.087
H 0.502 -0.159 1.966
H -4.235 2.338 1.338
H -1.799 1.713 0.693
H 5.876 -3.956 0.788
H -1.829 1.428 -2.358
H -1.029 -0.906 0.457
H -0.832 -1.750 -1.089
H -2.917 2.534 -0.420
H 6.136 2.795 0.390
H 1.602 -4.220 0.950
H -6.773 -2.815 -0.713
H -0.648 2.351 -1.409
H 5.042 0.682 1.881
H -3.187 -1.588 -0.439
H 3.846 -5.153 1.451
H 6.122 2.695 -1.999
H -6.577 2.543 1.988
H 3.030 1.229 -1.767
H 0.831 -0.867 3.578
H -8.254 0.900 1.190
*
```

molecular weight: 504.54 g/mol
frontier orbital gap: 0.288 hartree
SMILES string: COc1cccc(N2CCN(C(=O)c3oc4ccccc4c3NC(=O)CCc3cc(OC)no3)CC2)c1
LUMO energy: 0.21 eV
E: -46697.774 eV

Mulliken population analysis, charges in e, atoms 1 to 2: O -0.444; O -0.916

Below is C27H29BBrF4NO3PZn as an isolated structure, with properties calculated with ωB97M-V/def2-TZVPD.

Geometry as ORCA input:
```
! RIJCOSX wB97M-V def2-TZVPD def2/J DEFGRID3
* xyz 1 1
Br -0.712 -0.694 2.221
Zn -0.970 -0.460 -0.855
P 1.365 -0.983 -0.468
F 5.227 -0.741 2.908
F 4.228 -0.910 0.451
F 3.556 -0.583 5.050
F 0.907 -0.574 4.694
O -2.771 2.144 -0.689
O -0.659 2.306 0.143
O -2.009 -2.124 -0.458
N -3.422 -3.446 0.698
C 2.999 2.600 -1.507
C 2.483 1.550 -0.767
C 3.372 -0.836 1.465
C 1.692 -0.667 3.628
C 0.963 -3.571 -1.271
C 2.000 -0.851 1.236
C -1.235 3.633 0.311
C 1.165 -0.756 2.353
C 2.187 0.342 -1.389
C -2.759 3.371 0.094
C -2.386 -4.417 1.014
C 1.303 -4.804 -1.807
C 3.203 2.458 -2.872
C -3.146 -2.374 -0.011
C -3.511 3.066 1.383
C -3.479 4.449 -0.695
C -0.605 4.515 -0.758
C 2.887 1.262 -3.499
C 3.539 -4.015 -2.195
C 3.208 -2.785 -1.657
C -4.786 -3.739 1.118
C 3.068 -0.666 3.829
C 2.377 0.205 -2.762
C -0.863 4.133 1.695
C 2.590 -5.027 -2.265
C 3.917 -0.747 2.739
C 1.914 -2.555 -1.182
B -1.565 1.527 -0.529
H 3.042 1.147 -4.563
H -3.040 2.247 1.928
H -2.632 -4.887 1.963
H -1.330 5.097 1.901
H -0.867 4.178 -1.761
H -1.160 3.430 2.470
H -4.536 4.202 -0.776
H 2.306 1.685 0.293
H 3.608 3.279 -3.447
H -2.328 -5.184 0.239
H 0.558 -5.585 -1.875
H -4.806 -3.921 2.191
H 4.541 -4.184 -2.564
H 2.857 -5.986 -2.687
H -0.048 -3.399 -0.925
H 3.240 3.534 -1.017
H -0.908 5.556 -0.653
H -1.428 -3.910 1.098
H -5.427 -2.891 0.890
H -3.074 4.545 -1.699
H -4.531 2.775 1.138
H 0.217 4.270 1.752
H 0.479 4.461 -0.659
H -3.985 -1.693 -0.182
H 3.947 -2.000 -1.626
H -3.551 3.934 2.040
H 2.143 -0.726 -3.263
H -5.160 -4.619 0.595
H -3.399 5.414 -0.194
*
```

molecular weight: 678.61 g/mol
frontier orbital gap: 0.323 hartree
LUMO energy: -2.54 eV
E: -175394.999 eV

Mulliken population analysis, charges in e, atoms 1 to 2: Br -0.175; Zn 0.629

Below is a 4-piece molecular cluster, C27H29Br3F24N2O6P overall, with properties calculated with ωB97M-V/def2-TZVPD.

Geometry as ORCA input:
```
! RIJCOSX wB97M-V def2-TZVPD def2/J DEFGRID3
* xyz 1 1
Br 4.196 -3.554 -1.490
Br 5.291 -2.711 1.473
Br -3.060 -3.360 -1.807
P -2.061 1.735 -0.047
F -8.198 -4.142 3.846
F 6.480 4.332 -5.759
F -8.093 -4.389 1.689
F 8.514 4.301 -6.485
F -7.471 -7.182 2.222
F -3.287 4.661 0.422
F 8.029 5.938 -4.255
F 4.380 2.121 -2.274
F 7.715 4.136 -3.071
F -9.384 -6.406 2.896
F -1.307 7.561 5.575
F -3.144 4.629 2.592
F -2.598 5.952 4.891
F -5.059 -7.158 -0.642
F -3.996 7.380 0.582
F -3.509 -5.367 0.885
F -4.848 -6.655 1.992
F -1.953 6.899 1.096
F 5.079 3.735 -3.552
F -0.010 5.245 4.946
F 6.906 1.540 -2.969
F 5.445 0.256 -3.943
F -6.824 -6.000 -0.114
F -0.573 5.437 2.857
O 2.651 -1.228 -1.020
O -5.331 -4.487 1.731
O 7.791 2.546 -5.391
O -3.435 7.425 2.699
O 0.655 -5.554 1.807
O 2.068 -2.577 0.748
N -2.229 -0.933 -0.847
N -1.667 2.726 -1.184
C -3.231 6.765 1.505
C -0.134 -0.239 -0.196
C 6.094 -0.520 -0.082
C -1.673 6.845 4.477
C 4.775 2.430 -3.541
C 0.041 -3.858 -1.276
C -2.344 7.851 3.517
C 0.352 -1.496 -0.450
C 4.775 -1.230 0.301
C -0.415 -4.981 -0.306
C -1.777 -2.150 -1.135
C -0.480 -2.490 -0.949
C 7.730 3.930 -5.455
C -1.428 0.024 -0.397
C -5.490 -5.950 -0.212
C -8.049 -6.320 3.081
C 8.285 4.612 -4.196
C 1.808 -1.841 -0.184
C -0.274 -4.654 1.197
C -3.683 5.299 1.555
C -4.824 -5.624 1.134
C 5.952 1.527 -3.923
C 6.616 1.748 -5.298
C -7.611 -4.868 2.856
C 4.009 -1.677 -0.992
C -0.400 6.134 4.001
C -6.104 -4.547 2.936
H 9.363 4.459 -4.126
H -1.529 2.107 1.208
H -4.769 5.234 1.638
H 6.848 -1.297 -0.201
H -7.823 -6.637 4.102
H -5.605 -5.148 3.696
H 0.135 -6.185 2.316
H 0.032 -3.628 1.400
H 6.964 0.759 -5.596
H -6.061 -3.524 3.307
H -1.083 3.451 -0.774
H -3.221 -0.757 -0.988
H 1.130 -3.877 -1.304
H -2.801 8.592 4.171
H 0.410 6.852 3.854
H 6.396 0.053 0.794
H -3.461 1.610 0.139
H -1.427 -5.306 -0.538
H 0.500 0.560 0.165
H -5.229 -5.195 -0.957
H 5.884 2.033 -6.054
H 4.133 -0.533 0.835
H -1.605 8.401 2.934
H 4.505 -1.147 -1.798
H 5.986 0.098 -0.972
H 0.236 -5.835 -0.498
H -0.275 -4.152 -2.281
H 3.928 2.263 -4.211
H -1.244 -4.823 1.670
*
```

molecular weight: 1204.18 g/mol
frontier orbital gap: 0.270 hartree
LUMO energy: -4.61 eV
E: -328362.011 eV

Mulliken population analysis, charges in e, atoms 1 to 2: Br 0.000; Br -0.074

Q: The lowest E belongs to which entry?
A: C27H29Br3F24N2O6P